# 1
ORCA calculation (ωB97M-V/def2-TZVPD) on a cluster of 13 separate species, C39H104O13 in total.

Positions of all 156 atoms, in Å:
C (6.404, 2.244, 1.953)
C (5.890, 2.803, 0.637)
C (4.676, 2.061, 0.098)
O (5.656, 4.185, 0.899)
H (5.794, 2.491, 2.822)
H (7.452, 2.496, 2.116)
H (6.460, 1.156, 1.923)
H (6.678, 2.797, -0.115)
H (4.944, 1.047, -0.198)
H (4.282, 2.556, -0.790)
H (3.853, 1.985, 0.808)
H (5.541, 4.619, 0.051)
C (-4.332, 2.001, 0.895)
C (-4.888, 3.264, 1.459)
C (-6.415, 3.389, 1.144)
O (-4.921, 3.175, 2.874)
H (-4.642, 1.868, -0.142)
H (-4.663, 1.088, 1.390)
H (-3.244, 1.930, 0.909)
H (-4.321, 4.093, 1.035)
H (-6.956, 4.157, 1.696)
H (-6.959, 2.491, 1.436)
H (-6.617, 3.572, 0.089)
H (-5.782, 2.828, 3.122)
C (-2.291, 3.953, -4.057)
C (-3.288, 4.114, -2.956)
C (-2.667, 4.093, -1.547)
O (-3.887, 5.360, -3.111)
H (-2.776, 4.062, -5.027)
H (-1.653, 3.072, -3.986)
H (-1.564, 4.765, -4.038)
H (-3.986, 3.278, -2.978)
H (-2.501, 3.083, -1.172)
H (-3.357, 4.503, -0.809)
H (-1.778, 4.715, -1.442)
H (-4.431, 5.332, -3.901)
C (-3.385, -4.629, -2.614)
C (-2.112, -3.796, -2.793)
C (-1.723, -3.619, -4.271)
O (-2.345, -2.539, -2.214)
H (-4.091, -4.212, -3.332)
H (-3.877, -4.591, -1.643)
H (-3.139, -5.659, -2.874)
H (-1.335, -4.339, -2.255)
H (-2.314, -2.863, -4.788)
H (-1.958, -4.556, -4.775)
H (-0.676, -3.325, -4.350)
H (-1.567, -2.383, -1.675)
C (-3.783, -1.814, 1.874)
C (-4.794, -1.358, 2.885)
C (-6.183, -1.172, 2.373)
O (-4.851, -2.345, 3.867)
H (-3.433, -1.023, 1.211)
H (-4.142, -2.625, 1.241)
H (-2.863, -2.162, 2.343)
H (-4.412, -0.447, 3.346)
H (-6.816, -0.939, 3.229)
H (-6.551, -2.103, 1.942)
H (-6.305, -0.374, 1.641)
H (-4.968, -3.166, 3.384)
C (3.053, 0.174, 2.950)
C (3.389, -0.674, 4.197)
C (4.773, -0.225, 4.815)
O (2.394, -0.531, 5.199)
H (2.969, 1.238, 3.168)
H (2.083, -0.197, 2.618)
H (3.662, -0.080, 2.082)
H (3.445, -1.734, 3.951)
H (4.801, 0.786, 5.221)
H (5.575, -0.271, 4.078)
H (5.089, -0.984, 5.530)
H (2.298, 0.414, 5.336)
C (2.357, -3.463, -2.679)
C (2.777, -4.930, -2.512)
C (4.246, -5.076, -2.452)
O (2.287, -5.585, -1.372)
H (2.987, -2.829, -2.055)
H (1.320, -3.360, -2.360)
H (2.446, -3.031, -3.676)
H (2.351, -5.396, -3.401)
H (4.689, -4.592, -1.581)
H (4.796, -4.717, -3.322)
H (4.545, -6.123, -2.423)
H (2.570, -6.501, -1.425)
C (1.305, 4.102, -2.343)
C (2.288, 5.138, -2.888)
C (2.579, 6.296, -1.920)
O (3.495, 4.400, -3.074)
H (1.459, 3.659, -1.360)
H (1.138, 3.274, -3.033)
H (0.334, 4.572, -2.188)
H (1.926, 5.526, -3.840)
H (3.153, 7.053, -2.454)
H (3.056, 5.857, -1.044)
H (1.611, 6.701, -1.626)
H (3.344, 3.644, -3.646)
C (1.664, -0.040, -0.587)
C (0.186, -0.323, -0.274)
C (-0.747, 0.641, -1.026)
O (-0.018, -1.644, -0.749)
H (2.402, -0.696, -0.126)
H (1.881, 0.999, -0.336)
H (1.884, -0.200, -1.642)
H (0.042, -0.381, 0.805)
H (-0.594, 0.757, -2.099)
H (-0.666, 1.607, -0.528)
H (-1.767, 0.284, -0.886)
H (0.678, -2.179, -0.361)
C (5.682, -1.855, 0.031)
C (5.879, -2.143, 1.531)
C (4.991, -3.315, 1.959)
O (7.218, -2.582, 1.687)
H (5.956, -2.603, -0.713)
H (6.216, -0.962, -0.296)
H (4.690, -1.551, -0.304)
H (5.645, -1.334, 2.222)
H (3.933, -3.052, 1.973)
H (5.231, -3.596, 2.985)
H (4.966, -4.178, 1.294)
H (7.335, -3.449, 1.291)
C (-7.492, -1.368, -2.179)
C (-6.076, -1.159, -2.603)
C (-5.209, -0.408, -1.657)
O (-5.557, -2.481, -2.479)
H (-7.992, -0.422, -1.970)
H (-7.525, -1.958, -1.263)
H (-8.039, -1.894, -2.962)
H (-6.033, -0.727, -3.602)
H (-4.249, -0.217, -2.135)
H (-5.010, -0.966, -0.742)
H (-5.705, 0.517, -1.361)
H (-4.602, -2.431, -2.566)
C (0.063, 3.119, 1.487)
C (0.640, 4.087, 2.522)
C (0.285, 5.564, 2.293)
O (0.222, 3.670, 3.794)
H (-0.919, 3.422, 1.123)
H (0.126, 2.078, 1.805)
H (0.817, 3.172, 0.703)
H (1.719, 3.948, 2.450)
H (0.776, 5.921, 1.387)
H (0.673, 6.168, 3.113)
H (-0.792, 5.723, 2.351)
H (-0.733, 3.570, 3.785)
C (-0.393, -5.044, 1.113)
C (0.719, -4.108, 1.584)
C (1.691, -4.868, 2.600)
O (1.486, -3.646, 0.497)
H (0.043, -5.982, 0.768)
H (-1.050, -4.604, 0.364)
H (-1.031, -5.329, 1.949)
H (0.226, -3.271, 2.079)
H (1.947, -4.158, 3.386)
H (2.584, -5.257, 2.111)
H (1.123, -5.647, 3.109)
H (1.901, -4.342, -0.019)

Forces on atoms 1 to 2 (eV/Å):
0.61 -1.00 -0.20
0.12 0.09 0.52

## Properties
- E_HOMO (alpha / beta): 0.48 / -7.65 eV
- Net charge: -1
- Spin multiplicity: 2
- Maximum force: 3.127 eV Å⁻¹
- E: -68744.1144 eV
- HOMO-LUMO gap (alpha / beta): 1.29 / 9.38 eV
- LUMO (alpha / beta): 0.0652 / 0.0636 Eh
- Energy relative to the best compared isomer or geometry (same formula, charge and spin): 85.4 kJ/mol

=====

# 2
ORCA calculation (ωB97M-V/def2-TZVPD) on an isolated molecule of C5H6O2.

Positions of all 13 atoms, in Å:
C (-2.713, 0.480, 0.084)
C (-1.666, -0.092, 0.167)
C (-0.290, -1.125, -0.207)
O (0.371, -0.546, -1.268)
C (1.171, 0.483, -0.704)
C (1.193, 0.148, 0.808)
O (0.556, -1.116, 0.874)
H (-3.612, 1.026, 0.133)
H (-0.687, -2.106, -0.435)
H (0.714, 1.458, -0.891)
H (2.160, 0.444, -1.166)
H (2.191, 0.060, 1.231)
H (0.611, 0.886, 1.375)

Forces on atoms 1 to 2 (eV/Å):
-0.21 0.30 0.33
2.91 -2.61 -1.21

## Properties
- E_HOMO: -10.15 eV
- Structure (SMILES): C#CC1OCCO1
- Net charge: 0
- Maximum force: 4.090 eV Å⁻¹
- E: -9373.6971 eV
- HOMO-LUMO gap: 11.11 eV
- LUMO: 0.0350 Eh
- Energy relative to the best compared isomer or geometry (same formula, charge and spin): 327.9 kJ/mol